No. 1
The following is a quantum chemistry calculation of 5 unconnected molecules or ions with the total composition C20H35N5, from the Open Molecules 2025 dataset.

As for the charge: 0. For the total energy, the calculation gives -1056.7783 hartree. As for the LUMO energy: 0.501 eV. The structure (SMILES) is CCCC#N.CCCC#N.CCCC#N.CCCC#N.CCCC#N. The orbital gap is 11.70 eV. The largest force on an atom comes out at 0.0431 hartree/bohr.

XYZ file:
```
60
Properties=species:S:1:pos:R:3:forces:R:3
C 4.794485 5.396711 1.669951 0.3 -0.1 -0.1
C 3.740245 4.371658 1.300118 0.1 -0.9 0.4
C 3.387160 4.428691 -0.186420 -0.2 0.4 -0.3
C 2.396283 3.423409 -0.555677 0.2 -0.1 0.0
N 1.686568 2.559853 -0.810848 -0.1 0.0 -0.1
H 5.284419 5.155697 2.612948 0.0 -0.1 0.0
H 4.438003 6.423287 1.752680 -0.2 -0.1 -0.1
H 5.547592 5.363343 0.877968 0.2 0.2 0.2
H 2.881192 4.331349 1.974726 -0.3 0.7 -0.3
H 4.135461 3.362437 1.476640 0.3 0.1 -0.2
H 4.272659 4.249343 -0.803342 0.1 -0.2 0.2
H 3.054818 5.413742 -0.526666 -0.2 0.0 0.3
C 1.023258 -1.725937 3.951853 -0.2 -0.1 -0.7
C 2.087323 -0.793196 3.420893 1.2 0.8 0.6
C 1.818831 -0.273961 2.008568 0.1 -0.6 -0.2
C 0.793526 0.764819 1.964016 0.6 -0.8 -0.1
N -0.027627 1.557070 1.939064 -0.7 0.6 0.1
H 1.078369 -2.659696 3.385768 -0.1 0.0 0.1
H 0.048348 -1.280107 3.737769 -0.1 -0.1 0.3
H 1.111565 -1.958808 5.008605 0.1 0.1 0.1
H 3.084690 -1.247443 3.410387 -0.2 -0.4 -0.1
H 2.272432 0.063884 4.080902 -0.4 0.0 0.0
H 1.501789 -1.131060 1.404014 -0.2 0.2 -0.1
H 2.730987 0.089135 1.534535 0.0 0.2 0.1
C -5.744908 1.297440 -1.690527 -0.2 -2.0 0.3
C -6.012374 2.249510 -0.548056 0.2 2.1 -0.5
C -7.032408 1.767623 0.465537 -1.3 -0.8 0.4
C -8.296122 1.272311 -0.148571 0.6 0.0 0.0
N -9.299122 0.893151 -0.556453 0.0 0.0 -0.1
H -4.810645 1.294449 -2.246075 0.1 1.0 0.1
H -6.556108 1.213516 -2.413907 -0.1 0.3 0.1
H -5.697636 0.291446 -1.241147 -0.1 0.0 -0.1
H -6.392835 3.211788 -0.918575 -0.3 -0.3 -0.3
H -5.099493 2.652187 -0.100449 0.1 -0.8 0.5
H -7.442239 2.510344 1.156321 0.7 0.4 -0.1
H -6.711057 0.955460 1.122297 0.4 -0.1 -0.2
C -0.905453 0.556530 -1.934122 -0.5 0.7 0.5
C -2.222487 0.095494 -1.311698 -0.6 -0.3 -1.2
C -2.119221 -0.617928 0.044260 0.2 0.9 -0.6
C -1.092112 -1.652234 0.024888 -0.3 -0.5 0.2
N -0.280790 -2.464631 0.061806 0.0 0.1 0.0
H -0.200104 -0.259261 -2.074737 -0.1 -0.1 -0.2
H -0.425487 1.311183 -1.312979 0.1 -0.1 0.1
H -1.127500 1.062666 -2.873803 0.2 -0.2 -0.2
H -2.754180 -0.510027 -2.061144 0.4 -0.7 0.3
H -2.983806 0.879470 -1.289758 0.6 0.5 0.7
H -3.108841 -0.980317 0.311104 0.2 -0.4 0.3
H -1.763741 0.098821 0.789983 -0.3 0.0 0.1
C 1.846520 -4.492820 -1.559450 -0.8 -0.1 -1.2
C 3.337556 -4.762603 -1.713610 -0.1 -0.1 0.9
C 3.744898 -5.605576 -2.932103 -0.1 0.3 0.5
C 3.216046 -6.974684 -2.878585 -0.4 0.3 -0.3
N 2.807199 -8.047025 -2.828702 0.1 0.1 0.0
H 1.533477 -4.278751 -0.543494 0.1 -0.2 0.1
H 1.264868 -5.327374 -1.969825 0.1 -0.2 0.5
H 1.445394 -3.664943 -2.156054 0.5 0.2 0.0
H 3.624856 -5.285699 -0.797455 0.3 0.0 -0.1
H 3.878146 -3.815287 -1.737446 0.2 -0.1 0.0
H 4.827187 -5.729068 -2.971726 0.1 0.3 -0.1
H 3.410143 -5.029407 -3.794183 0.0 -0.6 -0.4
```
Forces are in eV/Å.



No. 2
The following is a quantum chemistry calculation of C20H35N5O3 in the gas phase, from the Open Molecules 2025 dataset.

As for the charge: 0. For the total energy, the calculation gives -1282.6807 hartree. As for the LUMO energy: 0.420 eV. The structure (SMILES) is CC(C)CN(C(=O)CN1CCCCCC1)c1c(N)n(CC(C)C)c(=O)[nH]c1=O. The orbital gap is 8.58 eV. The largest force on an atom comes out at 0.0159 hartree/bohr.

XYZ file:
```
63
Properties=species:S:1:pos:R:3:forces:R:3
C 4.991541 0.165556 2.052912 -0.3 -0.1 0.0
C 3.717024 -0.448536 1.476175 0.1 0.1 -0.1
C 4.027966 -1.214552 0.196108 -0.2 0.0 0.2
C 2.683124 0.663244 1.236894 0.3 -0.1 0.4
N 1.297378 0.197865 1.212168 0.1 0.1 -0.7
C 0.739037 -0.184387 2.388390 -0.5 -0.1 0.2
O 1.363160 -0.156471 3.431575 0.1 0.0 0.2
C -0.735934 -0.568520 2.351980 -0.1 -0.1 0.2
N -1.038838 -1.613496 1.395621 0.0 -0.1 0.2
C -0.243897 -2.800488 1.704237 0.2 -0.2 0.1
C -0.740810 -4.113589 1.106086 0.1 0.2 -0.1
C -1.098428 -4.031308 -0.376568 -0.2 -0.2 0.0
C -2.547331 -3.608978 -0.602052 0.2 0.2 -0.1
C -2.838611 -2.169176 -0.193569 -0.2 -0.2 0.2
C -2.470331 -1.833758 1.254315 -0.1 0.2 -0.3
C 0.529908 0.369777 0.030357 0.0 0.4 0.2
C -0.211072 1.519637 -0.122862 0.5 -0.6 0.2
N -0.262201 2.451512 0.872757 -0.1 0.1 -0.1
N -0.979953 1.731314 -1.238948 -0.1 0.1 0.1
C -1.779451 2.934528 -1.403882 -0.1 0.4 -0.1
C -0.966583 4.150024 -1.879541 -0.2 -0.1 -0.1
C -0.268925 3.843646 -3.201731 0.0 0.0 0.2
C -1.907516 5.343014 -2.027135 0.2 -0.2 0.2
C -1.076899 0.778488 -2.247323 0.1 -0.1 0.1
O -1.796648 0.923660 -3.207809 -0.2 0.0 -0.3
N -0.296442 -0.324092 -2.071382 0.1 -0.4 -0.2
C 0.528830 -0.643640 -0.987146 -0.2 0.5 -0.1
O 1.155230 -1.680936 -1.007262 0.0 -0.2 0.0
H 4.790517 0.640685 3.010125 0.0 0.1 0.1
H 5.399724 0.909938 1.370949 0.1 0.1 -0.1
H 5.741939 -0.605803 2.205622 0.1 0.0 0.0
H 3.298445 -1.134898 2.216069 0.0 0.1 0.0
H 4.709394 -2.035180 0.406686 0.1 -0.1 0.0
H 4.499998 -0.557457 -0.533282 0.1 0.1 -0.1
H 3.121715 -1.624156 -0.239162 0.0 0.0 -0.1
H 2.772571 1.387188 2.056426 0.0 0.0 -0.1
H 2.885622 1.166254 0.288939 0.0 0.0 0.0
H -0.997714 -0.857411 3.387053 0.1 0.1 -0.2
H -1.311041 0.326482 2.092103 0.0 0.0 0.1
H -0.166295 -2.934791 2.797830 0.0 0.0 0.0
H 0.761620 -2.603638 1.319953 0.0 -0.1 0.1
H -1.601619 -4.487011 1.666001 0.0 -0.1 0.0
H 0.066498 -4.836122 1.243909 0.0 0.0 0.1
H -0.958852 -5.016373 -0.828531 0.1 0.0 0.0
H -0.415861 -3.338810 -0.866946 0.1 0.0 -0.1
H -3.202806 -4.280462 -0.039737 0.0 -0.1 0.0
H -2.795010 -3.722900 -1.660557 -0.1 -0.1 0.0
H -2.289850 -1.487083 -0.843832 0.0 0.1 0.0
H -3.905762 -1.977440 -0.332849 0.0 0.0 0.0
H -2.980442 -0.902176 1.517952 0.0 -0.1 0.1
H -2.846021 -2.610360 1.935087 0.0 0.1 0.1
H -0.503875 3.400952 0.652746 0.0 0.0 0.0
H 0.395089 2.320796 1.624397 0.0 0.0 0.0
H -2.520791 2.694488 -2.170540 0.1 0.1 0.2
H -2.304698 3.150478 -0.469674 0.0 0.0 0.0
H -0.197312 4.402725 -1.138891 0.0 0.0 0.0
H 0.466846 3.051698 -3.079211 0.1 -0.1 -0.1
H 0.242277 4.728792 -3.572192 0.1 0.1 0.0
H -0.993084 3.520815 -3.944955 -0.1 0.0 -0.1
H -1.353191 6.225412 -2.335843 0.0 0.1 0.0
H -2.663789 5.132928 -2.779044 -0.1 0.0 -0.1
H -2.408938 5.564813 -1.087225 -0.1 0.1 0.1
H -0.355553 -1.024692 -2.802561 0.0 0.2 0.1
```
Forces are in eV/Å.



No. 3
The following is a quantum chemistry calculation of 2 unconnected molecules or ions with the total composition C20H35N5OP2, from the Open Molecules 2025 dataset.

As for the charge: 0. For the total energy, the calculation gives -1814.7533 hartree. As for the LUMO energy: 0.188 eV. The structure (SMILES) is Cc1ccc(C[C@H](C#N)[C@@H](C#N)P(C)C)cc1.CN(C)P(=O)(N(C)C)N(C)C. The orbital gap is 8.66 eV. The largest force on an atom comes out at 0.1342 hartree/bohr.

XYZ file:
```
63
Properties=species:S:1:pos:R:3:forces:R:3
C 3.217811 -4.937713 2.687860 -0.9 -0.2 0.0
C 2.292743 -4.034553 1.885427 1.2 -0.6 0.6
C 2.043419 -4.317979 0.549941 -0.6 0.7 -0.1
C 1.157861 -3.500464 -0.156653 0.5 -0.5 0.5
C 0.555587 -2.417227 0.475275 -0.5 0.6 -0.9
C -0.434957 -1.590774 -0.344293 -0.1 -0.6 0.6
C -1.818932 -1.506081 0.361155 -0.2 0.6 -0.7
C -1.868894 -0.448460 1.393146 0.6 -0.8 0.2
N -1.735513 0.217480 2.319670 -0.3 0.4 -0.2
C -2.307022 -2.872106 0.901641 -0.8 0.1 1.8
C -2.229758 -2.994892 2.374797 0.3 -0.2 -0.5
N -2.233696 -3.202138 3.505282 -0.1 0.1 0.0
P -4.092006 -3.128564 0.384335 -0.5 -0.2 -1.6
C -5.112901 -1.748403 1.082739 0.4 -0.3 0.4
C -4.727991 -4.661097 1.201139 0.0 0.3 0.5
C 0.830125 -2.128025 1.806665 0.5 -0.4 0.3
C 1.713466 -2.942812 2.515394 -0.7 0.4 -0.6
H 2.579623 -5.644996 3.233030 0.2 0.0 0.1
H 3.784764 -4.386272 3.436456 0.2 0.0 -0.2
H 3.855201 -5.547484 2.047322 0.2 0.2 0.1
H 2.519294 -5.160299 0.062228 0.0 0.0 0.1
H 0.951243 -3.745003 -1.192878 -0.1 0.2 0.0
H -0.061268 -0.600933 -0.624685 -0.2 0.0 0.2
H -0.631674 -2.135747 -1.271827 0.1 0.1 0.0
H -2.533323 -1.209083 -0.418289 0.1 0.0 0.0
H -1.747268 -3.715190 0.493244 0.1 0.2 -0.2
H -5.845854 -1.482539 0.322037 0.1 0.0 0.0
H -4.490556 -0.877955 1.302169 -0.1 0.0 0.0
H -5.643517 -2.035751 1.992857 0.1 0.1 0.0
H -5.034227 -5.383757 0.446052 0.2 0.0 0.0
H -5.623024 -4.401112 1.772998 0.1 0.0 0.0
H -4.023408 -5.114966 1.902130 0.0 0.0 -0.1
H 0.375468 -1.296460 2.330180 -0.1 0.0 -0.2
H 1.897437 -2.705179 3.556453 0.2 -0.2 0.0
C 0.049256 5.263798 -0.636963 0.4 0.3 0.1
N -0.151324 3.829815 -0.705802 0.0 -0.2 0.5
C -0.830718 3.337930 0.491501 -0.2 -0.5 0.0
P 0.909675 2.678120 -1.435922 -3.0 5.0 -3.7
O -0.121093 1.616987 -1.742916 2.3 -1.8 2.2
N 1.262668 3.129454 -3.062575 0.0 -0.3 -0.1
C 1.243486 4.499028 -3.540048 0.5 0.2 0.2
C 0.773392 2.244955 -4.114998 -0.1 -0.2 0.1
N 2.370239 3.453386 -0.866117 0.7 -3.0 0.7
C 3.613868 2.958584 -1.515806 0.2 0.2 -0.4
C 2.593670 3.248294 0.589777 -0.4 0.5 0.3
H 0.844617 5.574324 0.055901 0.0 0.0 0.0
H -0.873493 5.739504 -0.297612 -0.1 -0.2 0.1
H 0.256655 5.704212 -1.606558 0.1 -0.1 0.0
H -0.159589 3.235869 1.354380 -0.1 0.1 0.1
H -1.271718 2.359382 0.306340 0.1 0.0 0.0
H -1.646730 3.998945 0.785819 0.1 0.1 -0.1
H 0.221883 4.888840 -3.628124 0.0 0.1 0.0
H 1.707485 4.558519 -4.528519 -0.1 -0.1 0.0
H 1.835629 5.157479 -2.904096 -0.1 0.0 0.1
H -0.298321 2.381429 -4.302925 0.0 -0.1 0.0
H 0.951966 1.202113 -3.869482 -0.1 0.0 0.1
H 1.311094 2.444832 -5.045502 0.1 0.2 0.1
H 3.742502 1.880084 -1.388671 0.1 0.0 0.1
H 4.476671 3.464357 -1.079942 -0.1 0.0 0.2
H 3.631270 3.180228 -2.577267 -0.3 0.0 0.0
H 2.567631 2.191723 0.868106 0.1 0.0 0.1
H 1.850756 3.778713 1.183619 -0.1 0.0 -0.1
H 3.560324 3.655648 0.881422 0.0 0.0 -0.2
```
Forces are in eV/Å.